# C22H37FeN3Si

C22H37FeN3Si as an isolated structure at a distorted geometry (wB97M-V/def2-TZVPD, OMol25).

Each line ends with the Mulliken charge.
Atoms and positions in Å:
Fe1 0.19 0.35 1.03  0.322
C1 2.59 0.77 1.16  0.558
C2 1.93 1.64 2.05  0.887
C3 1.12 2.52 1.27  -0.323
C4 1.28 2.16 -0.09  1.218
C5 2.17 1.07 -0.16  1.196
C6 2.71 0.40 -1.38  -1.653
C7 0.70 2.92 -1.25  -1.994
C8 0.43 3.76 1.77  -1.508
C9 2.16 1.76 3.53  -2.076
C10 3.63 -0.26 1.50  -1.326
H1 2.55 -0.68 -1.34  0.013
H2 3.79 0.57 -1.48  0.343
H3 2.24 0.78 -2.29  0.413
H4 0.72 2.33 -2.17  0.407
H5 1.25 3.84 -1.43  0.335
H6 -0.35 3.19 -1.07  0.249
H7 -0.63 3.64 2.01  0.184
H8 0.49 4.56 1.03  0.352
H9 0.91 4.12 2.68  0.479
H10 2.88 2.55 3.76  0.317
H11 2.54 0.84 3.95  0.473
H12 1.23 2.00 4.06  0.374
H13 3.32 -1.26 1.19  -0.007
H14 3.84 -0.28 2.57  0.413
H15 4.57 -0.03 0.98  0.306
C11 3.59 -4.12 -0.49  -1.000
Si1 1.73 -4.09 -0.53  -0.017
C12 1.03 -5.62 0.26  -1.052
C13 1.19 -4.02 -2.32  -0.956
C14 1.12 -2.61 0.33  0.742
C15 0.70 -1.62 0.91  -0.814
H16 3.97 -5.06 -0.89  0.350
H17 3.98 -4.00 0.52  0.337
H18 3.99 -3.31 -1.10  0.294
H19 1.43 -6.53 -0.20  0.291
H20 -0.06 -5.63 0.16  0.286
H21 1.26 -5.65 1.32  0.327
H22 1.52 -4.92 -2.85  0.355
H23 1.63 -3.16 -2.82  0.300
H24 0.11 -3.95 -2.42  0.259
C16 -4.87 2.28 0.75  -0.763
C17 -3.54 2.91 1.08  -0.637
N1 -2.51 1.88 0.98  0.037
C18 -2.48 0.99 -0.08  0.380
N2 -1.35 0.40 -0.33  0.216
C19 -1.28 -0.53 -1.46  -0.342
C20 -2.60 -1.24 -1.65  -0.743
C21 -3.68 -0.19 -1.84  -0.720
N3 -3.64 0.77 -0.74  0.188
C22 -4.78 1.67 -0.64  -0.610
H25 -5.67 3.03 0.77  0.394
H26 -5.10 1.50 1.48  0.312
H27 -3.52 3.30 2.09  0.461
H28 -3.34 3.75 0.40  0.315
H29 -1.59 2.16 1.26  -0.207
H30 -0.48 -1.23 -1.27  -0.130
H31 -1.01 0.03 -2.37  0.149
H32 -2.82 -1.84 -0.77  0.311
H33 -2.57 -1.90 -2.52  0.401
H34 -4.68 -0.65 -1.84  0.420
H35 -3.55 0.32 -2.80  0.293
H36 -5.68 1.10 -0.87  0.340
H37 -4.71 2.47 -1.39  0.282

Properties
Spin multiplicity = 5
Net charge = 0
Max |F| = 1.3 eV/A
HOMO-LUMO gap (spin up / spin down) = 6.888 / 7.777 eV
Expectation value of S² = 6.02
LUMO (spin up / spin down) = 0.404 / 0.379 eV
E = -70149.678 eV